1.
Here is 8 unconnected molecules or ions with the total composition C24H42F5O27P3 from the OMol25 dataset. Energies are from wB97M-V/def2-TZVPD.

Positions of all 101 atoms, in Å:
C: -1.680 2.866 6.205
C: -0.445 3.120 5.311
O: -0.977 3.369 4.041
C: -2.264 2.988 3.993
O: -2.920 2.952 3.003
O: -2.676 2.626 5.224
F: 0.423 2.082 5.346
H: -2.001 3.778 6.712
H: -1.538 2.033 6.889
H: 0.074 4.035 5.606
C: -3.732 -0.247 2.642
C: -4.344 -1.303 1.771
O: -3.535 -2.436 2.066
C: -2.300 -2.009 2.549
O: -1.323 -2.669 2.571
O: -2.452 -0.750 2.984
F: -4.112 -1.078 0.429
H: -4.348 -0.018 3.510
H: -3.545 0.674 2.088
H: -5.416 -1.449 1.892
C: -0.652 4.069 -5.245
C: -0.152 3.117 -4.162
O: -0.290 3.822 -2.953
C: -0.678 5.091 -3.230
O: -0.766 5.981 -2.452
O: -1.036 5.223 -4.515
F: 1.161 2.816 -4.438
H: -1.488 3.562 -5.728
H: 0.111 4.317 -5.978
H: -0.649 2.151 -4.087
C: 1.353 -0.371 3.469
C: 2.191 0.416 2.461
O: 3.073 1.133 3.284
C: 3.099 0.637 4.535
O: 3.860 0.936 5.395
O: 2.194 -0.355 4.626
F: 1.386 1.280 1.803
H: 1.213 -1.375 3.072
H: 0.364 0.052 3.630
H: 2.705 -0.246 1.768
C: -5.604 0.366 -2.393
C: -4.385 -0.331 -3.023
O: -4.200 0.508 -4.157
C: -4.496 1.792 -3.746
O: -4.212 2.789 -4.317
O: -5.255 1.719 -2.649
F: -4.729 -1.573 -3.446
H: -5.678 0.035 -1.359
H: -6.512 0.155 -2.958
H: -3.517 -0.400 -2.365
C: 1.245 -6.791 -0.219
O: 0.198 -5.940 -0.695
P: -1.276 -6.597 -0.627
O: -1.520 -7.500 0.476
O: -1.445 -7.208 -2.085
C: -1.609 -6.436 -3.254
O: -2.189 -5.248 -0.688
C: -3.597 -5.335 -0.483
H: 1.263 -6.742 0.876
H: 2.236 -6.524 -0.569
H: 1.009 -7.850 -0.341
H: -1.096 -5.471 -3.238
H: -2.664 -6.249 -3.450
H: -1.149 -6.929 -4.110
H: -4.114 -4.770 -1.261
H: -3.860 -4.826 0.445
H: -3.949 -6.365 -0.449
C: 2.239 0.370 -1.536
O: 0.876 0.763 -1.612
P: -0.319 -0.078 -1.006
O: -0.169 -0.607 0.355
O: -1.534 0.969 -1.030
C: -1.538 2.051 -0.124
O: -0.641 -1.188 -2.115
C: -1.412 -2.307 -1.659
H: 2.476 -0.334 -0.731
H: 2.803 1.245 -1.214
H: 2.587 -0.088 -2.459
H: -1.031 1.840 0.819
H: -2.568 2.300 0.147
H: -1.157 2.961 -0.592
H: -1.219 -2.545 -0.616
H: -1.204 -3.181 -2.273
H: -2.467 -2.089 -1.835
C: 5.232 0.809 0.265
O: 5.213 2.150 -0.228
P: 6.494 3.124 -0.073
O: 6.179 4.471 -0.501
O: 6.929 2.902 1.447
C: 5.991 3.414 2.423
O: 7.686 2.366 -0.879
C: 7.698 2.373 -2.284
H: 5.073 0.127 -0.570
H: 4.326 0.767 0.870
H: 6.062 0.502 0.898
H: 6.082 2.849 3.349
H: 4.966 3.469 2.067
H: 6.384 4.391 2.707
H: 8.486 3.034 -2.655
H: 6.755 2.712 -2.719
H: 7.934 1.369 -2.642

Calculated values
**Multiplicity**: 1
**Net charge**: 0
**LUMO level**: 0.2 eV
**SMILES**: O=C1OC[C@@H](F)O1.O=C1OC[C@@H](F)O1.O=C1OC[C@@H](F)O1.O=C1OC[C@@H](F)O1.O=C1OC[C@@H](F)O1.COP(=O)(OC)OC.COP(=O)(OC)OC.COP(=O)(OC)OC
**Gap between HOMO and LUMO**: 10.806 eV
**Energy above the lowest of the compared OMol25 structures with the same formula, charge and spin**: 0.0 kJ/mol

Mulliken atomic charge list, values in e, 2 entries:
1. C -0.395
2. C 0.287

2.
Here is 9 unconnected molecules or ions with the total composition C24H42IN2O37PS8 from the OMol25 dataset. Energies are from wB97M-V/def2-TZVPD.

Positions of all 115 atoms, in Å:
C: 3.634 0.387 -1.175
C: 2.581 0.364 -2.414
O: 2.797 -0.478 -3.332
O: 1.432 1.252 -2.415
C: 0.633 0.773 -1.259
C: -0.915 1.144 -1.477
C: -1.322 2.545 -0.778
O: -0.827 3.686 -0.991
N: -2.393 2.224 0.205
C: -3.026 0.920 -0.238
C: -2.060 0.041 -1.244
O: -2.809 0.102 -2.513
C: -3.633 -1.040 -2.687
N: -4.536 -1.851 -2.592
P: -1.625 -1.653 -0.504
O: -0.442 -1.505 0.749
I: -3.599 -2.595 0.714
H: 3.385 -0.448 -0.412
H: 3.482 1.372 -0.583
H: 4.724 0.305 -1.524
H: 1.007 1.410 -0.366
H: 0.851 -0.342 -1.137
H: -1.029 1.399 -2.594
H: -1.944 2.041 1.119
H: -3.286 0.446 0.778
H: -4.000 1.038 -0.828
H: 0.146 -2.301 0.601
C: -2.325 -4.774 5.015
C: -1.005 -5.521 5.141
O: -0.877 -6.255 3.923
S: -1.576 -5.414 2.722
O: -0.554 -4.689 2.030
O: -2.512 -6.268 2.056
O: -2.399 -4.366 3.649
H: -3.173 -5.434 5.221
H: -2.372 -3.907 5.675
H: -0.987 -6.193 5.999
H: -0.163 -4.826 5.206
C: 1.884 -5.085 -3.313
C: 1.504 -3.613 -3.369
O: 0.249 -3.529 -2.692
S: 0.202 -4.653 -1.520
O: 0.560 -4.023 -0.282
O: -0.989 -5.428 -1.684
O: 1.469 -5.534 -2.022
H: 1.339 -5.663 -4.066
H: 2.955 -5.240 -3.444
H: 1.416 -3.244 -4.391
H: 2.225 -2.998 -2.822
C: 4.168 1.824 3.255
C: 4.248 0.339 3.575
O: 2.898 -0.126 3.506
S: 2.098 0.734 2.388
O: 2.087 -0.016 1.164
O: 0.906 1.258 2.986
O: 3.173 1.938 2.233
H: 3.833 2.398 4.123
H: 5.120 2.221 2.905
H: 4.670 0.148 4.560
H: 4.829 -0.197 2.819
C: -5.262 2.571 -3.698
C: -6.171 1.375 -3.938
O: -7.126 1.418 -2.877
S: -7.398 2.966 -2.472
O: -8.588 3.404 -3.140
O: -7.205 3.104 -1.059
O: -6.120 3.614 -3.236
H: -4.530 2.358 -2.913
H: -4.740 2.880 -4.605
H: -5.627 0.431 -3.929
H: -6.712 1.474 -4.883
C: -7.242 -3.933 2.105
C: -7.607 -2.458 2.024
O: -8.865 -2.351 2.691
S: -8.930 -3.456 3.880
O: -8.576 -2.813 5.111
O: -10.128 -4.223 3.720
O: -7.669 -4.358 3.400
H: -7.787 -4.516 1.358
H: -6.169 -4.100 1.983
H: -7.684 -2.104 0.996
H: -6.883 -1.842 2.567
C: -2.588 6.112 -5.531
C: -4.095 6.292 -5.635
O: -4.399 6.081 -7.014
S: -3.358 4.996 -7.627
O: -3.991 3.709 -7.613
O: -2.758 5.556 -8.800
O: -2.273 5.039 -6.419
H: -2.059 7.005 -5.874
H: -2.271 5.871 -4.515
H: -4.419 7.282 -5.316
H: -4.625 5.531 -5.053
C: 8.233 3.474 -1.220
C: 7.741 2.069 -1.534
O: 6.669 1.839 -0.618
S: 5.916 3.247 -0.320
O: 4.763 3.328 -1.166
O: 5.857 3.437 1.098
O: 7.057 4.229 -0.926
H: 8.872 3.480 -0.333
H: 8.771 3.919 -2.058
H: 8.521 1.318 -1.410
H: 7.337 2.009 -2.549
C: 9.612 0.505 5.973
C: 8.640 -0.292 6.830
O: 7.351 -0.009 6.286
S: 7.491 0.232 4.688
O: 7.160 -0.992 4.019
O: 6.879 1.486 4.364
O: 9.102 0.415 4.641
H: 9.623 1.559 6.263
H: 10.626 0.106 6.020
H: 8.685 -0.009 7.882
H: 8.820 -1.367 6.735

Calculated values
**Multiplicity**: 1
**Net charge**: 0
**LUMO level**: -0.3 eV
**SMILES**: CC(=O)OC[C@@H]1C(=O)NC[C@]1(OC#N)P(O)I.O=S1(=O)OCCO1.O=S1(=O)OCCO1.O=S1(=O)OCCO1.O=S1(=O)OCCO1.O=S1(=O)OCCO1.O=S1(=O)OCCO1.O=S1(=O)OCCO1.O=S1(=O)OCCO1
**Gap between HOMO and LUMO**: 8.378 eV
**Energy above the lowest of the compared OMol25 structures with the same formula, charge and spin**: 399.2 kJ/mol

Mulliken atomic charge list, values in e, 2 entries:
1. C -0.076
2. C 0.711

3.
Here is a molecular structure, C24H42IrNP3Se from the OMol25 dataset. Energies are from wB97M-V/def2-TZVPD.

Positions of all 72 atoms, in Å:
Ir: -0.066 0.024 -0.077
P: 0.260 2.126 1.048
P: -2.352 0.292 -0.355
P: 2.221 -0.339 -0.373
H: -1.543 -3.377 -7.580
C: -0.712 -4.058 -7.316
C: -0.766 -4.715 -6.142
H: -1.672 -4.722 -5.520
C: 0.462 3.661 0.064
C: -1.086 2.481 2.226
C: 1.689 2.141 2.173
C: -3.036 -0.773 -1.669
C: -3.286 -0.153 1.145
C: -2.963 1.969 -0.854
C: 2.615 -1.600 -1.635
C: 3.047 -0.960 1.126
C: 3.227 1.077 -0.973
H: 0.047 -4.236 -8.100
H: 0.088 -5.305 -5.783
H: 0.567 4.482 0.783
H: -0.402 3.855 -0.582
H: 1.362 3.614 -0.559
H: -0.877 3.478 2.646
H: -1.094 1.735 3.038
H: -2.076 2.512 1.751
H: 1.687 3.133 2.647
H: 2.638 2.001 1.643
H: 1.584 1.368 2.947
H: -4.135 -0.695 -1.680
H: -2.755 -1.812 -1.451
H: -2.638 -0.486 -2.651
H: -4.313 0.236 1.075
H: -2.795 0.247 2.044
H: -3.313 -1.250 1.212
H: -4.064 1.951 -0.813
H: -2.640 2.200 -1.883
H: -2.601 2.760 -0.184
H: 3.685 -1.855 -1.563
H: 2.391 -1.222 -2.641
H: 2.014 -2.496 -1.445
H: 4.057 -1.307 0.853
H: 2.472 -1.802 1.535
H: 3.118 -0.177 1.893
H: 4.280 0.765 -1.029
H: 3.163 1.951 -0.318
H: 2.886 1.382 -1.973
C: 0.047 0.397 -3.994
C: -0.238 -0.981 -4.053
C: -0.044 -1.632 -5.270
C: 0.362 -0.952 -6.421
C: 0.642 0.428 -6.354
C: 0.500 1.090 -5.135
Se: -0.028 1.414 -2.378
H: 0.089 -0.127 -1.853
H: -0.593 -1.570 -3.191
H: -0.259 -2.694 -5.316
H: 0.427 -1.544 -7.335
H: 0.965 1.017 -7.214
H: 0.740 2.154 -5.032
N: -0.175 -0.744 1.669
C: -0.167 -0.869 2.831
C: -0.127 -0.765 4.222
C: -1.316 -0.529 4.964
C: -1.230 -0.376 6.350
C: -0.003 -0.415 7.024
C: 1.170 -0.630 6.270
C: 1.113 -0.791 4.891
H: -2.269 -0.448 4.449
H: -2.156 -0.235 6.913
H: 0.045 -0.298 8.107
H: 2.128 -0.678 6.777
H: 2.033 -0.899 4.301

Calculated values
**Multiplicity**: 6
**Net charge**: +4
**LUMO level (spin up / spin down)**: -11.4 / -15.5 eV
**<S²>**: 8.785
**Gap between HOMO and LUMO (spin up / spin down)**: 5.589 / 3.547 eV
**Energy above the lowest of the compared OMol25 structures with the same formula, charge and spin**: 101.7 kJ/mol

Mulliken atomic charge list, values in e, 2 entries:
1. Ir 0.833
2. P 0.745

4.
Here is a molecular structure, C24H42LaNP3S from the OMol25 dataset. Energies are from wB97M-V/def2-TZVPD.

Positions of all 72 atoms, in Å:
La: 0.478 1.454 -0.971
P: -0.202 -1.342 1.189
P: 2.311 -0.908 -1.166
P: -2.569 1.080 -0.129
H: -1.063 2.648 -5.388
C: -1.531 2.917 -4.411
C: -0.854 3.641 -3.267
H: 0.120 4.081 -3.404
C: -0.999 -2.945 0.767
C: 1.277 -2.026 2.023
C: -1.111 -1.001 2.756
C: 3.194 0.076 -2.445
C: 3.738 -1.672 -0.294
C: 1.681 -2.427 -1.981
C: -3.533 2.234 -1.141
C: -3.166 1.716 1.504
C: -3.637 -0.441 -0.206
H: -2.652 2.948 -4.467
H: -1.543 4.036 -2.508
H: -0.912 -3.623 1.630
H: -0.496 -3.407 -0.095
H: -2.060 -2.799 0.524
H: 0.961 -2.689 2.845
H: 1.865 -1.208 2.465
H: 1.912 -2.599 1.336
H: -0.882 -1.805 3.470
H: -2.194 -0.960 2.601
H: -0.763 -0.054 3.187
H: 4.236 -0.330 -2.453
H: 3.189 1.175 -2.193
H: 2.787 -0.029 -3.478
H: 3.783 -2.759 -0.478
H: 3.594 -1.501 0.780
H: 4.694 -1.197 -0.583
H: 2.322 -2.705 -2.831
H: 0.649 -2.284 -2.331
H: 1.672 -3.248 -1.245
H: -4.592 1.982 -1.079
H: -3.231 2.202 -2.186
H: -3.368 3.248 -0.783
H: -4.260 1.579 1.575
H: -2.927 2.790 1.543
H: -2.676 1.205 2.345
H: -4.677 -0.147 -0.420
H: -3.614 -1.017 0.732
H: -3.284 -1.093 -1.017
C: -0.780 -0.011 -4.653
C: -1.395 -1.260 -4.427
C: -1.184 -2.282 -5.337
C: -0.353 -2.091 -6.438
C: 0.502 -0.979 -6.437
C: 0.303 0.095 -5.543
S: -1.313 1.141 -3.307
H: -1.287 0.136 -2.490
H: -2.090 -1.401 -3.570
H: -1.772 -3.186 -5.191
H: -0.454 -2.767 -7.279
H: 1.350 -0.923 -7.127
H: 1.001 0.947 -5.508
N: 0.652 1.883 1.215
C: 0.899 1.550 2.320
C: 1.254 1.448 3.647
C: 2.426 0.737 4.025
C: 2.727 0.696 5.377
C: 1.873 1.317 6.304
C: 0.827 2.156 5.894
C: 0.474 2.199 4.556
H: 3.083 0.312 3.244
H: 3.644 0.190 5.684
H: 2.078 1.214 7.368
H: 0.284 2.778 6.604
H: -0.321 2.838 4.163

Calculated values
**Multiplicity**: 1
**Net charge**: +3
**LUMO level (spin up / spin down)**: -9.8 / -9.6 eV
**Gap between HOMO and LUMO (spin up / spin down)**: 6.784 / 6.558 eV
**Energy above the lowest of the compared OMol25 structures with the same formula, charge and spin**: 156.9 kJ/mol

Mulliken atomic charge list, values in e, 2 entries:
1. La 1.644
2. P 0.657

5.
Here is C24H42N6O6 in the gas phase from the OMol25 dataset. Energies are from wB97M-V/def2-TZVPD.

Positions of all 78 atoms, in Å:
C: 4.494 4.904 0.658
H: 3.619 5.220 0.097
H: 4.767 5.680 1.366
C: 4.222 3.608 1.410
O: 5.408 3.206 2.034
H: 5.200 2.425 2.571
H: 3.430 3.771 2.161
C: 3.715 2.508 0.431
N: 2.454 2.884 -0.139
C: 1.233 2.770 0.432
C: 0.358 3.240 -0.527
N: 1.095 3.612 -1.596
N: 2.334 3.395 -1.361
C: -1.127 3.300 -0.453
H: -1.442 2.595 0.319
H: -1.432 4.299 -0.128
C: -1.827 2.987 -1.780
C: -1.245 1.797 -2.549
H: -1.926 1.545 -3.364
C: -0.982 0.551 -1.704
N: -2.130 0.120 -0.942
C: -2.084 -0.045 0.396
O: -1.098 0.168 1.069
O: -3.276 -0.474 0.845
C: -3.532 -0.580 2.268
C: -4.986 -1.046 2.348
H: -5.280 -1.164 3.386
H: -5.101 -1.998 1.836
H: -5.638 -0.318 1.874
C: -3.371 0.790 2.927
H: -3.675 0.734 3.969
H: -3.990 1.526 2.418
H: -2.333 1.110 2.881
C: -2.605 -1.608 2.916
H: -1.568 -1.302 2.803
H: -2.836 -1.686 3.975
H: -2.737 -2.582 2.453
H: -3.001 -0.052 -1.416
H: -0.644 -0.261 -2.358
H: -0.204 0.753 -0.967
H: -0.293 2.097 -2.991
H: -2.884 2.810 -1.568
H: -1.758 3.860 -2.431
H: 1.078 2.364 1.408
C: 3.545 1.170 1.166
O: 3.755 1.076 2.366
N: 3.132 0.123 0.430
C: 2.927 0.130 -1.008
H: 2.015 0.678 -1.268
C: 2.784 -1.300 -1.517
N: 1.672 -1.948 -0.862
C: 0.735 -2.591 -1.601
O: 0.834 -2.744 -2.799
O: -0.270 -3.022 -0.823
C: -1.300 -3.879 -1.372
C: -2.236 -4.130 -0.189
H: -3.043 -4.793 -0.486
H: -2.656 -3.186 0.150
H: -1.686 -4.582 0.633
C: -2.059 -3.182 -2.500
H: -1.389 -2.969 -3.328
H: -2.860 -3.827 -2.850
H: -2.487 -2.251 -2.137
C: -0.679 -5.188 -1.861
H: -0.119 -5.660 -1.057
H: -0.006 -4.992 -2.691
H: -1.461 -5.866 -2.192
C: 1.517 -1.704 0.561
H: 1.293 -2.648 1.066
C: 2.808 -1.118 1.115
H: 2.693 -0.885 2.175
H: 3.632 -1.831 1.008
H: 0.682 -1.017 0.744
H: 3.710 -1.861 -1.341
H: 2.581 -1.302 -2.590
H: 3.771 0.613 -1.508
H: 4.441 2.415 -0.385
H: 5.324 4.756 -0.028

Calculated values
**Multiplicity**: 1
**Net charge**: 0
**LUMO level**: 0.5 eV
**SMILES**: C[C@H](O)[C@@H](C(=O)N1CCN(C(=O)OC(C)(C)C)CC1)n1cc(CCCCNC(=O)OC(C)(C)C)nn1
**Gap between HOMO and LUMO**: 9.779 eV
**Energy above the lowest of the compared OMol25 structures with the same formula, charge and spin**: 0.0 kJ/mol

Mulliken atomic charge list, values in e, 2 entries:
1. C -1.473
2. H 0.334